C33H65Br2Cl36FO6SSi as an isolated structure in a non-equilibrium geometry, computed with ωB97M-V/def2-TZVPD.

Geometry as XYZ:
```
145
Properties=species:S:1:pos:R:3:forces:R:3:mulliken_charge:R:1
C -0.00858 -1.87697 5.77318 -0.648 0.129 0.177 -1.243
C -0.66816 -0.96410 4.75098 0.290 -0.691 0.144 0.231
O 0.17667 -0.72062 3.63663 0.008 0.424 -0.254 -0.300
C -2.01934 -1.51392 4.32457 -0.089 0.062 0.549 -0.664
O -1.93536 -2.77128 3.67885 -0.167 0.109 -0.242 -0.483
C -1.91668 -2.72301 2.26315 0.318 -0.351 0.744 -1.045
C -0.76447 -3.59442 1.75999 -0.440 0.394 0.187 -0.362
C -0.96421 -5.09010 1.74369 0.990 -0.033 -0.416 -0.139
F -0.70859 -5.64289 2.95990 -0.303 -0.056 0.286 -0.329
O -2.21109 -5.52394 1.23288 -0.405 0.291 -0.145 -0.486
S -3.50776 -4.87611 1.92454 -0.812 -0.308 1.085 1.602
O -3.42948 -5.11743 3.32078 0.650 0.291 0.578 -0.597
O -4.68402 -5.37365 1.31417 -0.022 -0.193 -1.144 -0.682
C -3.28272 -3.11703 1.60953 0.795 0.565 -0.637 2.250
C -4.46779 -2.29731 2.11701 -0.220 -0.402 0.448 -1.283
C -5.11600 -2.69324 3.43421 -0.341 0.569 0.471 -0.773
O -6.23609 -1.81826 3.61544 0.002 -0.672 -0.394 -0.600
Si -7.75357 -2.50303 3.41188 -0.800 0.875 0.040 1.005
C -8.35383 -3.17600 5.05990 0.567 0.473 -0.179 -1.223
C -7.84349 -3.75787 2.02289 0.630 -0.266 0.748 -1.200
C -8.88846 -1.06937 2.94498 0.272 -0.702 0.033 -1.354
C -3.05574 -2.80082 0.10166 -0.488 0.330 -0.061 -1.337
Br -4.43125 -3.52802 -1.08468 0.175 -0.003 -0.088 -0.040
C -2.91342 -1.27235 -0.14593 -0.340 -0.186 -0.479 0.279
C -4.06479 -0.53646 -0.80599 0.320 0.747 0.240 -1.348
Br -1.32181 -1.01985 -1.26880 0.107 0.115 0.061 -0.161
H -0.76915 -2.12985 6.50993 -0.023 -0.118 0.205 0.487
H 0.78313 -1.38000 6.32166 0.348 0.009 -0.180 0.437
H 0.31807 -2.81720 5.34509 0.158 -0.029 -0.177 0.010
H -0.85222 -0.01946 5.25376 -0.057 0.420 -0.152 0.354
H 0.67612 -1.51698 3.42343 0.015 -0.023 0.146 0.009
H -2.58247 -0.77139 3.75700 0.068 -0.022 -0.340 0.251
H -2.58233 -1.68094 5.24159 -0.186 -0.021 0.087 0.539
H -1.66424 -1.70192 1.99527 -0.085 0.129 -0.261 1.149
H -0.48638 -3.24426 0.77047 0.086 -0.183 -0.212 0.589
H 0.09350 -3.39789 2.38872 0.012 -0.033 0.104 -0.942
H -0.22212 -5.51955 1.07390 -0.128 -0.211 -0.243 0.508
H -5.26512 -2.30238 1.37992 -0.054 -0.185 -0.240 0.295
H -4.17142 -1.25738 2.22159 0.180 0.159 -0.021 0.225
H -4.46603 -2.54182 4.28755 0.304 -0.082 0.023 0.042
H -5.41834 -3.73680 3.45986 -0.034 -0.147 -0.143 0.544
H -9.37592 -2.84562 5.21386 -0.293 -0.296 -0.011 0.314
H -7.76910 -2.67241 5.82956 0.141 0.014 0.116 0.349
H -8.25185 -4.24227 5.19213 -0.060 -0.180 0.132 0.301
H -7.38898 -3.42168 1.09569 -0.184 0.124 -0.224 0.301
H -7.30848 -4.66225 2.31462 0.074 -0.174 -0.073 0.325
H -8.88228 -4.04884 1.89230 -0.165 0.125 -0.230 0.497
H -9.47922 -1.37422 2.08428 -0.066 -0.002 -0.164 0.388
H -9.59904 -0.85451 3.73643 0.010 0.281 0.180 0.385
H -8.33427 -0.18225 2.66294 0.023 0.223 0.089 0.335
H -2.14453 -3.24971 -0.25103 -0.033 -0.399 -0.019 0.970
H -2.69284 -0.73724 0.76472 0.224 -0.117 0.198 0.512
H -4.12244 -0.69023 -1.87418 -0.207 -0.327 -0.132 0.075
H -3.87563 0.52673 -0.66588 0.052 0.147 -0.053 0.547
H -5.01124 -0.72951 -0.31588 -0.189 -0.305 -0.019 0.303
C 3.01100 -3.58126 1.89201 -0.001 -0.002 -0.096 -0.019
Cl 2.27182 -3.86300 3.47466 0.279 -0.095 0.169 -0.043
Cl 2.36775 -2.10965 1.15198 -0.087 0.013 -0.107 -0.085
H 4.08475 -3.48165 2.00666 -0.014 0.094 0.065 0.019
H 2.77449 -4.42132 1.24942 -0.045 -0.006 0.004 0.296
C -3.09429 -1.57046 -4.68783 0.053 -0.096 0.014 0.127
Cl -1.76616 -0.44189 -4.98118 -0.094 -0.102 0.013 -0.062
Cl -4.67387 -0.78367 -4.81267 -0.014 -0.027 0.025 -0.179
H -3.04580 -2.36547 -5.42198 -0.027 0.045 -0.059 0.322
H -2.98752 -1.97334 -3.68573 -0.004 0.067 0.030 -0.241
C 1.53585 1.80121 -6.11393 0.090 -0.019 -0.109 0.262
Cl 0.62491 1.72812 -4.60064 0.116 0.051 0.038 -0.147
Cl 1.51809 3.41365 -6.83678 -0.183 -0.054 -0.015 -0.090
H 2.56440 1.53722 -5.90526 -0.039 0.053 0.020 -0.214
H 1.09885 1.10000 -6.81557 -0.098 0.045 0.012 0.291
C 2.48845 7.43218 -7.70183 0.094 0.092 -0.050 -0.066
Cl 1.63080 8.68628 -6.79574 -0.001 -0.016 0.022 -0.183
Cl 1.37005 6.37936 -8.57744 0.025 -0.027 -0.048 -0.175
H 3.14740 7.90905 -8.41761 -0.065 0.034 -0.045 0.268
H 3.05847 6.82946 -7.00847 -0.087 -0.052 0.059 0.129
C 1.23338 2.88075 5.27208 -0.031 -0.047 0.047 0.416
Cl 0.57598 2.63831 6.89990 0.020 -0.061 -0.029 -0.182
Cl 0.56806 4.33252 4.51148 0.048 -0.014 -0.061 -0.171
H 2.30816 2.98911 5.34455 -0.002 0.048 0.046 0.257
H 0.98141 2.02234 4.66120 -0.089 0.004 0.033 -0.332
C 6.80190 -1.29200 1.93601 0.110 0.107 -0.066 -0.483
Cl 5.38322 -0.59959 1.14306 0.084 0.137 0.084 -0.064
Cl 6.89227 -3.03220 1.64623 0.070 -0.042 0.222 -0.149
H 7.68867 -0.82568 1.52281 0.006 -0.054 -0.064 0.297
H 6.74019 -1.10812 3.00184 -0.111 -0.041 0.004 0.381
C 8.23701 -3.77278 -2.15135 -0.001 -0.015 -0.058 -0.365
Cl 8.72694 -2.20807 -1.48618 0.028 0.029 -0.008 -0.117
Cl 6.67184 -4.30196 -1.52393 -0.031 -0.059 -0.147 -0.122
H 8.15928 -3.67723 -3.22751 -0.057 0.073 0.002 0.237
H 8.98391 -4.51106 -1.88686 -0.008 0.017 0.089 0.347
C 3.98328 3.01636 1.98778 0.007 0.031 -0.095 -0.257
Cl 2.89690 1.77410 2.61846 -0.041 -0.097 -0.127 0.019
Cl 5.36960 3.27920 3.05155 -0.014 -0.017 0.013 -0.140
H 4.34784 2.69495 1.01880 0.044 -0.075 0.035 0.088
H 3.43230 3.94488 1.89630 -0.020 0.004 0.096 0.346
C 5.04691 -0.61480 -2.55787 0.756 -1.484 2.544 -0.047
Cl 6.02927 -1.08591 -3.99435 0.965 -11.203 15.154 -0.133
Cl 5.04892 1.13658 -2.28206 0.465 -0.157 0.579 -0.124
H 4.02743 -0.93626 -2.71302 0.122 -0.170 0.068 0.422
H 5.46710 -1.09616 -1.67941 0.090 0.174 0.094 0.004
C 4.67846 3.74468 -9.12268 -0.113 -0.072 -0.081 -0.103
Cl 4.62768 4.63237 -7.59451 0.206 0.021 0.043 -0.138
Cl 6.22775 3.93540 -9.94804 -0.016 -0.019 -0.015 -0.173
H 4.52445 2.69340 -8.90979 0.071 -0.003 0.074 0.186
H 3.89157 4.12322 -9.76482 0.024 0.080 0.010 0.242
C 0.57108 -5.13621 8.39284 -0.085 -0.051 -0.015 -0.274
Cl 0.69559 -4.28566 9.93677 -0.024 -0.020 0.002 -0.161
Cl 1.63998 -4.44142 7.16830 0.119 -0.121 0.040 -0.101
H 0.84683 -6.17250 8.54359 0.071 0.016 0.024 0.338
H -0.44999 -5.06392 8.03772 0.004 0.072 -0.008 0.216
C 1.53720 7.27821 -12.38951 -0.043 -0.028 0.028 0.032
Cl 2.89172 6.46707 -13.18739 -0.024 -0.063 0.012 -0.159
Cl 1.90571 8.97033 -12.03618 -0.052 -0.012 0.057 -0.146
H 0.67375 7.23796 -13.04215 0.049 0.056 -0.077 0.274
H 1.33005 6.76718 -11.45720 0.076 0.036 0.045 -0.004
C -11.44107 -6.21621 5.03786 -0.039 -0.041 -0.024 -0.358
Cl -11.37224 -5.47487 6.64163 -0.030 -0.010 0.006 -0.152
Cl -10.05263 -5.76585 4.04280 -0.193 -0.227 -0.157 -0.073
H -11.44850 -7.29295 5.15431 0.064 -0.002 0.041 0.300
H -12.34395 -5.88219 4.54159 0.016 0.070 0.005 0.262
C 5.88418 0.39037 -5.33866 -0.338 4.251 -5.776 -0.318
Cl 5.92465 0.54870 -7.11746 -0.355 0.700 -0.822 -0.206
Cl 4.21827 0.04861 -4.74705 -3.376 3.209 -5.508 -0.262
H 6.55764 -0.44414 -5.04120 1.755 4.553 -6.551 0.239
H 6.22539 1.32333 -4.90111 0.000 0.024 0.288 0.364
C 1.77112 12.46029 -7.06610 -0.007 -0.033 0.039 0.099
Cl 3.24684 13.39851 -7.32944 0.024 -0.018 0.042 -0.158
Cl 0.54799 12.79919 -8.29570 -0.031 -0.039 0.020 -0.152
H 2.01883 11.40698 -7.10569 0.031 0.013 -0.092 -0.054
H 1.36635 12.71679 -6.09462 -0.009 0.091 -0.022 0.269
C 9.25956 4.93976 2.55424 0.003 0.091 0.031 -0.231
Cl 7.85060 5.64649 1.75773 0.054 0.066 -0.018 -0.149
Cl 9.34092 3.18738 2.32057 -0.101 -0.069 0.039 -0.131
H 10.15505 5.38247 2.13610 0.004 -0.052 -0.071 0.202
H 9.19607 5.14183 3.61653 -0.073 -0.058 0.011 0.308
C -11.35497 1.90647 1.86964 -0.056 0.031 -0.044 -0.268
Cl -10.20488 1.12439 0.77771 -0.112 0.155 -0.127 -0.121
Cl -10.69213 2.14578 3.49026 -0.022 0.019 0.005 -0.144
H -11.61121 2.87556 1.45972 0.059 0.022 -0.001 0.301
H -12.23670 1.28192 1.94476 0.041 -0.063 0.036 0.245
C 12.15718 3.14404 -0.03518 -0.076 -0.050 -0.035 -0.147
Cl 12.53433 4.08859 1.41154 0.165 0.036 -0.007 -0.157
Cl 12.98317 3.76730 -1.46643 -0.018 -0.025 -0.011 -0.158
H 12.47432 2.12188 0.13134 0.073 0.019 0.019 0.289
H 11.08765 3.18722 -0.20291 -0.004 0.067 0.012 0.177
```
Positions in Å, forces in eV/Å.

* LUMO: -0.21 eV
* frontier orbital gap: 8.4 eV
* highest occupied orbital energy: -8.654 eV